C7H8N2O4S | ωB97M-V/def2-TZVPD

```
22
Properties=species:S:1:pos:R:3:forces:R:3
O -1.0606 2.5834 0.7408 0.267 0.227 0.563
H -1.6337 0.2556 1.5771 0.046 0.187 -0.037
O -3.8694 -0.6816 0.4219 0.457 0.121 -0.096
C 0.4233 -0.2138 -1.0945 -0.183 0.080 0.375
C -1.3734 0.2393 0.5128 -1.477 1.053 -0.870
H 2.8230 -1.4001 1.6814 -0.043 0.031 -0.010
H -0.2682 0.1197 -1.8506 -0.066 0.054 -0.062
C 2.5889 -1.0174 -0.4174 -0.036 -0.024 0.107
N -1.5291 1.6862 -0.1409 -0.196 -1.400 0.180
H 2.0549 -0.5354 -2.4378 -0.052 -0.024 0.016
H 0.5351 -0.6949 2.2539 -0.074 0.027 0.010
O -2.6326 -0.7359 -1.6818 0.323 0.209 0.149
H 3.6047 -1.3109 -0.6673 -0.037 0.004 0.010
S -2.5712 -0.9395 -0.2286 -0.988 -1.299 0.529
N -2.9342 1.9223 -0.3765 -0.166 0.412 -0.212
C 1.7107 -0.5863 -1.4080 0.404 -0.124 -0.095
O -2.0604 -2.2707 0.1320 0.212 0.266 -0.065
H -3.2245 1.1868 -1.0187 -0.050 0.304 0.024
C -0.0304 -0.2415 0.2351 1.420 -0.089 -0.285
C 0.8608 -0.6715 1.2211 -0.488 0.136 -0.108
C 2.1459 -1.0630 0.9002 0.457 -0.116 -0.148
H -3.4744 1.7858 0.4856 0.271 -0.036 0.026
```
Positions in Å, forces in eV/Å.

Computed properties:
* HOMO-LUMO gap: 0.1624 Eh
* F_max: 2.0 eV Å⁻¹
* relative energy (zero: lowest compared OMol25 entry of this formula, charge and spin): 0.635 eV
* charge: -2
* 2S+1: 1
* structure (SMILES): NN([O-])[C@H](c1ccccc1)S(=O)(=O)[O-]